No. 1
Entry from the Open Molecules 2025 dataset: a 14-piece molecular cluster, C36H106N6O18 overall in a non-equilibrium geometry (ωB97M-V with the def2-TZVPD basis set).

```
! RIJCOSX wB97M-V def2-TZVPD def2/J DEFGRID3
* xyz 0 1
C 1.87111 -4.19516 3.89121
O 1.23627 -3.04430 3.42649
H 2.96124 -4.11481 3.93993
H 1.43517 -4.33131 4.84824
H 1.52526 -4.98644 3.27433
H 1.47156 -2.68352 2.52470
C -7.38796 -0.85621 -3.24205
O -6.88472 -0.40482 -1.95788
H -7.97243 -0.04085 -3.67414
H -6.53965 -0.99493 -3.91806
H -8.04047 -1.70051 -3.11424
H -6.72256 0.55375 -2.07520
C -0.17005 4.28034 -4.55964
O -1.26677 4.69938 -5.27151
H 0.19229 3.25126 -4.73198
H 0.75672 4.91929 -4.72371
H -0.32771 4.21240 -3.49405
H -1.06240 4.64392 -6.17139
C -3.68204 -2.04158 -1.44763
O -4.51076 -1.10894 -0.67281
H -2.93527 -1.53795 -2.09870
H -3.11192 -2.64277 -0.71636
H -4.27330 -2.70318 -2.08868
H -5.38066 -0.97241 -1.15764
C -4.86326 2.13218 -3.67193
C -5.05305 3.40862 -2.85634
C -5.67848 3.13192 -1.49844
O -6.90906 2.36675 -1.57401
C -7.40876 2.01700 -0.32261
N -3.76616 4.05044 -2.56424
H -4.58208 1.30394 -2.95541
H -4.04207 2.16938 -4.35286
H -5.75576 1.68509 -4.13017
H -5.72801 4.07407 -3.41034
H -5.96373 4.00493 -0.90993
H -4.96779 2.49371 -0.83218
H -8.46834 1.79724 -0.45763
H -7.19534 2.86202 0.36956
H -6.91530 1.09797 0.13439
H -3.07621 4.10261 -3.34069
H -3.75528 4.85979 -1.97638
C 3.51757 -6.38607 -2.16235
C 2.96985 -6.11733 -0.78770
C 1.42028 -6.03412 -0.75686
O 1.00009 -5.80914 0.55935
C -0.43831 -5.73811 0.59178
N 3.51981 -7.07240 0.21890
H 4.46322 -5.85806 -2.33942
H 2.81454 -6.15158 -2.93271
H 3.67796 -7.46732 -2.22166
H 3.21366 -5.04337 -0.58050
H 1.09966 -6.97721 -1.12164
H 1.02647 -5.20757 -1.32717
H -0.68101 -4.87354 -0.02689
H -0.56774 -5.50099 1.64785
H -0.93232 -6.66167 0.19632
H 3.15715 -7.96959 -0.01458
H 3.18426 -7.00165 1.17897
C -2.00334 6.50964 0.44614
C -2.12495 5.25024 1.24623
C -2.79609 5.40836 2.62499
O -2.64003 4.17761 3.28032
C -3.50353 4.15772 4.45199
N -2.87583 4.27096 0.49871
H -3.00173 6.83569 0.16407
H -1.39164 6.20520 -0.45072
H -1.51611 7.24786 1.00715
H -1.11484 4.93145 1.61782
H -3.80967 5.74407 2.51089
H -2.30788 6.17494 3.23858
H -3.50531 3.15453 4.83588
H -4.48922 4.21370 4.02557
H -3.35739 4.95699 5.20956
H -3.10453 3.39588 0.97930
H -2.38338 3.99201 -0.32101
C 5.57194 -1.41550 3.15627
C 4.84845 -0.04946 2.99802
C 5.74744 1.07872 2.55010
O 6.84933 1.30689 3.35977
C 6.56715 1.87806 4.56257
N 3.87219 -0.13683 1.85658
H 4.97017 -2.24057 3.44450
H 6.37554 -1.32620 3.91901
H 6.10407 -1.76837 2.25553
H 4.26964 0.23184 3.89044
H 5.09965 1.95294 2.56437
H 6.20727 0.96286 1.56100
H 7.54278 2.10969 5.03028
H 5.98311 1.22878 5.19811
H 5.98430 2.78427 4.37040
H 3.11531 0.56445 2.05339
H 3.38448 -1.00545 1.98615
C -2.06053 -5.75011 -3.14358
C -2.02983 -5.11063 -4.47235
C -0.63420 -4.82457 -4.97584
O -0.03980 -3.95515 -3.98868
C 1.16286 -3.41343 -4.46228
N -2.70296 -5.98241 -5.47812
H -3.01966 -5.97615 -2.81810
H -1.37704 -5.25953 -2.41408
H -1.65574 -6.72944 -3.31280
H -2.51864 -4.13479 -4.34844
H -0.58576 -4.33945 -5.94121
H -0.01094 -5.70296 -5.13709
H 2.01596 -4.09297 -4.37711
H 1.40049 -2.55154 -3.84369
H 0.96227 -3.15557 -5.50058
H -3.62652 -6.24508 -5.21210
H -2.83836 -5.39373 -6.29720
C 1.92441 -2.28958 -0.80628
C 1.31133 -0.95581 -0.18451
C 0.19409 -0.35331 -1.10828
O -0.18970 0.96119 -0.55780
C -1.27894 1.58708 -1.30540
N 0.82901 -1.14667 1.17050
H 1.13824 -3.03065 -1.05482
H 2.61961 -2.67981 -0.07344
H 2.54438 -2.05604 -1.68847
H 2.08958 -0.17160 -0.22214
H -0.69484 -0.97560 -1.27636
H 0.64230 -0.12856 -2.05491
H -0.97823 2.02898 -2.26765
H -1.75038 2.32445 -0.77153
H -1.94949 0.79507 -1.46466
H -0.20017 -1.47471 1.29442
H 0.76995 -0.25971 1.65064
C 2.05713 1.08656 6.52796
C 2.22393 -0.38223 6.24700
O 1.67200 -0.74654 5.00673
O 0.89974 1.38331 7.40358
H 1.92133 1.59723 5.51599
H 2.85342 1.51759 7.03067
H 1.77247 -0.85991 7.10527
H 3.31379 -0.55536 6.28849
H 1.71715 -1.65319 4.74935
H 0.13276 1.41699 6.79998
C 2.45286 4.24098 -1.18144
C 1.70694 3.82626 0.05854
O 1.85692 2.41172 0.30105
O 1.95143 3.61506 -2.35343
H 3.51467 3.95447 -1.08638
H 2.31976 5.25915 -1.44375
H 0.69241 4.22326 0.07676
H 2.19127 4.37187 0.92001
H 1.15675 1.95191 -0.23373
H 2.31203 2.66967 -2.50562
C 5.14628 1.17170 -1.19066
C 4.73906 1.65626 -2.55610
O 3.34331 1.39606 -2.70038
O 4.64278 -0.11279 -0.90141
H 4.77185 1.82008 -0.46826
H 6.18298 1.14173 -1.10188
H 5.25766 1.16432 -3.35780
H 4.95865 2.72907 -2.67048
H 3.20287 0.67215 -2.08438
H 4.44769 -0.20679 0.05836
C 0.18312 2.36519 3.29972
C -0.91153 1.37755 3.86449
O -0.57769 0.56426 4.97607
O 1.36176 1.75723 2.86219
H 0.47304 3.19090 4.02329
H -0.28173 2.89700 2.45897
H -1.26275 0.69030 3.11680
H -1.63475 2.03365 4.19242
H 0.18392 0.03048 4.76489
H 1.52730 2.10405 1.94739
*
```

The value obtained for the orbital gap is 9.49 eV. As for the LUMO energy: 0.42 eV. The value obtained for the total energy is -3117.759097 Ha.

Löwdin population analysis, charges in e, atoms 1 to 6:
1 C -0.15
2 O -0.16
3 H 0.08
4 H 0.08
5 H 0.05
6 H 0.07

No. 2
Entry from the Open Molecules 2025 dataset: C3H7EuO3 as an isolated structure in a non-equilibrium geometry (ωB97M-V with the def2-TZVPD basis set).

```
! RIJCOSX wB97M-V def2-TZVPD def2/J DEFGRID3
* xyz 1 8
O -0.89134 -1.93874 0.06163
C -0.06599 -1.41108 -0.92395
C 1.07731 -0.59979 -0.31817
O 0.57450 0.32480 0.68107
C -0.18123 1.44786 0.22586
Eu -1.47547 -0.79327 1.63779
H -0.63410 -0.77004 -1.62978
H 0.40121 -2.20357 -1.53817
H 1.64415 -0.04044 -1.07374
H 1.76594 -1.24766 0.23686
H 0.38888 2.33085 0.53957
H -0.27992 1.49846 -0.86428
O -1.28115 1.36081 1.11794
H -1.04281 2.04182 1.84736
*
```

The value obtained for the orbital gap (spin up / spin down) is 7.61 / 9.09 eV. As for the energy above the lowest of the compared OMol25 structures with the same formula, charge and spin: 0.0 kJ/mol. As for the LUMO energy (spin up / spin down): -4.13 / -4.15 eV. The value obtained for the total energy is -1054.283412 Ha.

Löwdin population analysis, charges in e, atoms 1 to 6:
1 O -0.46
2 C -0.34
3 C -0.16
4 O -0.23
5 C -0.23
6 Eu 1.63

No. 3
Entry from the Open Molecules 2025 dataset: C39H37FN6NaO5 as an isolated structure in a non-equilibrium geometry (ωB97M-V with the def2-TZVPD basis set).

```
! RIJCOSX wB97M-V def2-TZVPD def2/J DEFGRID3
* xyz 1 1
Na -2.97642 -1.09945 0.03596
C -4.03297 -2.51379 -4.46689
O -4.79441 -3.16735 -3.40748
C -4.24370 -2.73218 -2.26424
N -3.30839 -1.87788 -2.28952
C -3.07580 -1.56429 -3.71513
C -1.62140 -1.70311 -4.10764
C -1.27844 -1.74808 -5.45658
C 0.04786 -1.84829 -5.84887
C 1.05239 -1.90119 -4.89131
C 0.71696 -1.84838 -3.54599
C -0.61230 -1.74837 -3.15127
C -4.83513 -3.27357 -0.99976
C -6.09614 -3.84389 -0.92671
C -6.57062 -4.19713 0.32880
C -5.79528 -3.95190 1.45507
C -4.55136 -3.37696 1.26438
N -4.07178 -3.07121 0.06401
C -3.64351 -2.95129 2.37493
N -2.67901 -2.15342 2.18869
C -2.07485 -1.91210 3.50830
C -2.85090 -2.86207 4.44932
O -3.88902 -3.43601 3.60326
C -0.57951 -2.13618 3.51630
C 0.13716 -1.86495 4.67958
C 1.50646 -2.07579 4.73372
C 2.17868 -2.55788 3.61649
C 1.47067 -2.82270 2.45259
C 0.09675 -2.61140 2.39974
H -4.74522 -2.00701 -5.11092
H -3.51106 -3.28962 -5.02311
H -3.37580 -0.52534 -3.87122
H -2.05208 -1.70248 -6.21667
H 0.29575 -1.88922 -6.90166
H 2.08765 -1.98968 -5.19531
H 1.49471 -1.89384 -2.79239
H -0.86163 -1.70473 -2.09915
H -6.68321 -3.99003 -1.82227
H -7.55169 -4.64066 0.43305
H -6.14285 -4.18446 2.45191
H -2.26580 -0.86971 3.77335
H -3.34784 -2.35890 5.27375
H -2.23932 -3.67975 4.82528
H -0.38027 -1.48325 5.55465
H 2.04662 -1.86988 5.64909
H 3.24594 -2.73604 3.65843
H 1.98738 -3.20520 1.58011
H -0.45350 -2.80454 1.48802
C 0.16933 5.62244 1.25819
C 0.01068 5.03224 -0.13194
N -0.21068 3.58345 -0.12295
C -1.48637 3.11060 -0.16129
C -1.86543 1.81280 -0.06013
C -3.38294 1.55087 -0.13222
O -4.00444 2.29515 -0.89548
O -3.81050 0.62230 0.61087
C -0.83316 0.80479 0.04157
O -1.01350 -0.42014 0.05483
C 0.55126 1.31970 0.07543
C 1.59920 0.40465 0.18999
C 2.88597 0.84852 0.24766
F 3.90604 -0.04510 0.29948
C 3.19309 2.21219 0.23009
C 2.16354 3.12186 0.11372
C 0.83317 2.68906 0.01560
N 4.53203 2.71374 0.31664
C 5.10098 3.16015 -0.94167
C 6.22400 4.13590 -0.67873
N 7.24845 3.45548 0.20585
C 6.62287 2.95535 1.49365
C 5.50113 2.00756 1.13216
H 0.29839 6.70398 1.19801
H 1.03205 5.20367 1.77958
H -0.71371 5.41894 1.86500
H 0.87625 5.24657 -0.75980
H -0.84512 5.46638 -0.64450
H -2.25301 3.86140 -0.31233
H 1.37064 -0.65323 0.22541
H 2.40783 4.17449 0.14859
H 4.34518 3.66387 -1.54104
H 5.47528 2.31329 -1.54331
H 5.87245 4.99837 -0.11654
H 6.73567 4.45668 -1.58293
H 8.03381 4.07640 0.39686
H 7.63275 2.65317 -0.29847
H 6.25664 3.83769 2.01385
H 7.41290 2.47730 2.06835
H 5.03762 1.66174 2.05456
H 5.91588 1.12088 0.63270
*
```

The value obtained for the orbital gap is 6.36 eV. As for the energy above the lowest of the compared OMol25 structures with the same formula, charge and spin: 16.7 kJ/mol. As for the LUMO energy: -3.14 eV. The value obtained for the total energy is -2475.140020 Ha.

Löwdin population analysis, charges in e, atoms 1 to 6:
1 Na 0.28
2 C -0.05
3 O 0.03
4 C -0.30
5 N 0.18
6 C -0.21

No. 4
Entry from the Open Molecules 2025 dataset: a 3-piece molecular cluster, C3H11O3 overall in a non-equilibrium geometry (ωB97M-V with the def2-TZVPD basis set).

```
! RIJCOSX wB97M-V def2-TZVPD def2/J DEFGRID3
* xyz -2 2
C 0.86041 0.15657 -0.20937
O 0.96294 -0.92678 0.61522
C -0.40278 0.22919 -1.11774
C -0.40763 1.33417 -2.17982
H 1.79286 0.28322 -0.82351
H 0.78506 1.02883 0.46152
H -1.21438 0.47588 -0.43049
H -0.73810 -0.73225 -1.52274
H 0.40615 1.19409 -2.86872
H -0.39399 2.32294 -1.72242
H -1.26490 1.17635 -2.85002
H 0.68136 -0.07702 2.58880
H 1.48809 -1.31976 2.61064
O 0.93936 -0.76794 3.20742
H -0.40141 -1.17943 1.53383
H -1.74612 -1.70097 0.92887
O -1.34690 -1.49709 1.77854
*
```

The value obtained for the orbital gap (spin up / spin down) is 2.23 / 7.00 eV. As for the energy above the lowest of the compared OMol25 structures with the same formula, charge and spin: 59.1 kJ/mol. As for the LUMO energy (spin up / spin down): 6.56 / 6.56 eV. The value obtained for the total energy is -346.461544 Ha.

Löwdin population analysis, charges in e, atoms 1 to 6:
1 C -0.48
2 O -0.39
3 C -0.33
4 C -0.62
5 H 0.08
6 H 0.07

No. 5
Entry from the Open Molecules 2025 dataset: a 5-piece molecular cluster, C25H61BFN overall in a non-equilibrium geometry (ωB97M-V with the def2-TZVPD basis set).

```
! RIJCOSX wB97M-V def2-TZVPD def2/J DEFGRID3
* xyz 0 1
C -7.57252 -4.09933 -0.63805
C -6.32239 -4.30654 0.21222
C -5.02025 -4.02156 -0.53616
C -4.75948 -4.92173 -1.74382
C -4.72979 -6.41729 -1.43486
C -3.62066 -6.81514 -0.46478
H -7.60484 -4.78304 -1.48759
H -8.47210 -4.26827 -0.04538
H -7.61213 -3.07719 -1.01954
H -6.31484 -5.32282 0.61500
H -6.37388 -3.63799 1.07685
H -4.18336 -4.09971 0.16525
H -5.02899 -2.97967 -0.87835
H -3.80281 -4.63372 -2.19128
H -5.51651 -4.73326 -2.51010
H -4.58746 -6.95938 -2.37321
H -5.69650 -6.74141 -1.04015
H -2.64164 -6.53073 -0.85571
H -3.61682 -7.89425 -0.30576
H -3.74732 -6.34169 0.51004
C -1.43007 1.84494 -1.13829
C -2.41105 1.11919 -2.05463
C -3.27432 0.09097 -1.32629
C -2.49955 -1.05428 -0.67392
C -1.62278 -1.86758 -1.62386
C -2.41327 -2.57433 -2.72182
H -0.71073 1.15730 -0.69058
H -0.86477 2.59266 -1.69674
H -1.95900 2.35745 -0.33186
H -1.86409 0.64271 -2.87276
H -3.07104 1.85663 -2.51906
H -4.00764 -0.31632 -2.02901
H -3.85409 0.60077 -0.54969
H -3.21778 -1.72717 -0.19356
H -1.87563 -0.66047 0.13289
H -1.08652 -2.61914 -1.03852
H -0.85755 -1.22935 -2.07407
H -3.16178 -3.24352 -2.29135
H -1.75149 -3.17229 -3.35021
H -2.92706 -1.86382 -3.37128
C 0.98648 3.51506 1.69856
C 1.67480 3.50006 0.33673
C 3.18305 3.72807 0.41473
C 3.60626 5.07935 0.99123
C 3.05300 6.29600 0.25174
C 3.51280 6.38352 -1.20095
H 1.08606 4.48356 2.19108
H -0.07978 3.30936 1.59233
H 1.41035 2.75352 2.35641
H 1.21119 4.24502 -0.31604
H 1.49670 2.52981 -0.13393
H 3.61009 3.60898 -0.58557
H 3.62998 2.93764 1.02648
H 4.70044 5.13014 0.98717
H 3.30819 5.13827 2.04195
H 3.37852 7.19689 0.77845
H 1.96038 6.29843 0.29174
H 4.60261 6.41641 -1.26245
H 3.12357 7.28576 -1.67474
H 3.16541 5.53090 -1.78644
C 7.81101 -1.13641 1.53428
C 8.56231 -0.20364 0.58829
C 9.07448 1.06646 1.26530
C 7.98634 1.97037 1.84614
C 6.93554 2.43969 0.84162
C 7.50996 3.28701 -0.29016
H 6.91333 -0.66528 1.93725
H 7.49952 -2.04325 1.01409
H 8.44495 -1.43222 2.37261
H 7.92083 0.05217 -0.25934
H 9.41815 -0.74036 0.17070
H 9.67505 1.63215 0.54742
H 9.75854 0.78631 2.07259
H 8.46590 2.84713 2.29272
H 7.48260 1.45420 2.66829
H 6.18851 3.03349 1.37578
H 6.40064 1.58277 0.42292
H 8.01814 4.16959 0.10396
H 6.71543 3.62796 -0.95637
H 8.22397 2.72495 -0.89395
N -5.36419 -1.43571 2.26871
C -6.38222 -0.34044 2.24490
B -7.75306 -1.06753 2.44592
F -8.44169 -1.46985 1.43535
H -5.31470 -1.91410 1.37564
H -5.64751 -2.11479 2.96994
H -6.18698 0.30477 3.08901
H -6.35223 0.22253 1.32276
H -8.09824 -1.35442 3.55514
*
```

The value obtained for the orbital gap is 9.99 eV. As for the LUMO energy: 0.76 eV. The value obtained for the total energy is -1168.633235 Ha.

Löwdin population analysis, charges in e, atoms 1 to 6:
1 C -0.10
2 C -0.26
3 C -0.24
4 C -0.23
5 C -0.26
6 C -0.11

No. 6
Entry from the Open Molecules 2025 dataset: one molecule with the formula C5H8O2 in a non-equilibrium geometry (ωB97M-V with the def2-TZVPD basis set).

```
! RIJCOSX wB97M-V def2-TZVPD def2/J DEFGRID3
* xyz 0 1
C 0.99883 1.19272 0.55026
C 0.01413 0.04069 0.52958
O -0.37031 -0.38433 1.80525
C -1.22442 0.19385 -0.34712
C -0.43900 -0.82906 -1.46122
C 0.53099 -1.09324 -0.34437
O 1.24107 -2.01108 -0.02098
H 0.58327 2.02752 1.11691
H 1.92075 0.85057 1.03333
H 1.25612 1.52868 -0.46195
H 0.34649 -0.94202 2.12881
H -2.14051 -0.23765 0.01720
H -1.42473 1.26824 -0.61101
H -0.80687 -1.72275 -2.00328
H -0.48581 0.11788 -1.93141
*
```

The value obtained for the orbital gap is 10.26 eV. As for the energy above the lowest of the compared OMol25 structures with the same formula, charge and spin: 229.0 kJ/mol. As for the LUMO energy: 0.83 eV. The value obtained for the total energy is -345.717730 Ha.

Löwdin population analysis, charges in e, atoms 1 to 6:
1 C 0.00
2 C -0.57
3 O 0.03
4 C -0.04
5 C 0.01
6 C -0.37

No. 7
Entry from the Open Molecules 2025 dataset: an isolated ion of composition C5H9NO and charge -1 in a non-equilibrium geometry (ωB97M-V with the def2-TZVPD basis set).

```
! RIJCOSX wB97M-V def2-TZVPD def2/J DEFGRID3
* xyz -1 2
O 3.28767 0.76888 0.23862
C 2.15135 0.84251 -0.16652
C 1.41186 -0.31861 -0.72967
C -0.01030 0.06615 -1.24680
C -0.98773 0.31231 -0.10373
C -1.87478 -0.88532 1.78789
N -1.26677 -0.88453 0.60309
H 1.50034 1.72147 0.00716
H 1.25253 -1.06791 0.06356
H 1.94505 -0.90184 -1.48191
H -0.50669 -0.72429 -1.79248
H 0.20265 0.99861 -1.77394
H -0.75922 1.18650 0.55971
H -1.91356 0.74254 -0.59102
H -2.72470 -1.57423 1.93153
H -1.70769 -0.28224 2.69450
*
```

The value obtained for the orbital gap (spin up / spin down) is 3.88 / 6.33 eV. As for the energy above the lowest of the compared OMol25 structures with the same formula, charge and spin: 138.1 kJ/mol. As for the LUMO energy (spin up / spin down): 3.80 / 3.80 eV. The value obtained for the total energy is -325.810897 Ha.

Löwdin population analysis, charges in e, atoms 1 to 6:
1 O 0.01
2 C -0.29
3 C -0.19
4 C -0.23
5 C -0.43
6 C -0.29